# 1
ORCA calculation (wB97M-V/def2-TZVPD) on a molecular structure, C19H28BrNiO2 in a non-equilibrium geometry.

CARTESIAN COORDINATES (ANGSTROEM)
Br 1.267 -2.918 2.085
Ni 0.904 -1.085 3.323
O 0.759 -1.407 -3.247
O -0.990 0.116 -0.153
C -0.967 -1.643 3.612
C 1.593 -2.343 -5.359
C -0.997 -0.497 4.535
C -1.232 1.362 -0.865
C 2.313 0.204 2.999
C 1.484 -2.526 -3.828
C 1.633 1.345 2.420
C 1.997 0.233 4.441
C -1.588 -1.161 2.368
C 0.390 0.135 -0.638
C 0.172 1.311 -1.582
C 0.160 -0.635 -4.344
C -2.086 0.142 2.597
C 0.916 2.001 3.440
C -2.553 0.975 -1.558
C -1.801 0.505 3.939
C 1.128 1.343 4.653
C 0.546 -1.227 -5.706
C -1.280 2.592 0.087
H -0.941 -0.642 -4.185
H 3.112 -0.398 2.566
H 1.040 0.309 0.245
H 1.781 1.728 1.412
H -2.459 -0.003 -2.041
H -2.714 0.755 1.968
H -1.691 -1.690 1.442
H 0.539 0.407 -4.352
H 0.171 0.947 -2.613
H 2.464 -2.573 -3.328
H 2.532 -0.315 5.224
H -2.254 1.385 4.377
H 0.764 1.702 5.627
H 0.907 -3.449 -3.620
H 0.961 -0.447 -6.369
H -1.709 3.464 -0.437
H 0.926 2.102 -1.403
H -3.320 0.854 -0.771
H -0.271 2.892 0.394
H -0.566 -0.479 5.539
H -2.870 1.718 -2.305
H -0.852 -2.670 3.935
H 0.588 -0.811 -1.150
H 1.387 -3.284 -5.879
H -1.840 2.412 1.015
H 0.303 2.903 3.344
H -0.359 -1.622 -6.194
H 2.602 -2.015 -5.661

Values from the calculation:
Relative energy (zero: lowest compared OMol25 entry of this formula, charge and spin)   21.4 kcal/mol
Orbital gap (alpha / beta)   5.8 / 5.8 eV
Multiplicity   3
Expectation value of S²   2.05
HOMO energy (alpha / beta)   -3.315 / -3.302 eV
Net charge   -1



# 2
ORCA calculation (wB97M-V/def2-TZVPD) on a molecular structure, C19H28ClO2V in a non-equilibrium geometry.

CARTESIAN COORDINATES (ANGSTROEM)
V -1.024 0.454 -0.109
Cl -2.990 1.394 -0.581
O -3.163 0.838 -4.368
O -0.823 -1.008 -4.914
C -4.690 0.931 -6.351
C 0.835 1.733 0.809
C -1.035 -3.076 -4.553
C 0.760 -2.158 -6.322
C 0.147 -2.122 -4.914
C -3.401 0.363 -5.749
C -0.544 -1.632 0.169
C -5.363 1.660 -5.184
C 0.703 0.792 -1.336
C 1.130 -1.949 -3.740
C -1.958 -1.526 -0.140
C 1.274 0.625 -0.009
C -0.081 2.015 -1.324
C -4.362 1.560 -4.012
C -1.817 -1.809 -4.222
C -0.013 2.570 0.021
C -1.632 -0.804 2.057
C -2.613 -1.017 1.048
C -0.359 -1.155 1.527
H -2.418 -1.853 -1.075
H -0.909 -3.778 -3.754
H 1.189 1.941 1.828
H -4.830 0.998 -3.205
H -3.501 -0.730 -5.776
H -6.330 1.220 -4.921
H -0.460 3.509 0.336
H -1.831 -1.389 -3.199
H 0.197 -2.085 -0.486
H -0.626 2.411 -2.176
H -5.545 2.696 -5.469
H 1.859 -1.137 -3.983
H -0.021 -1.961 -7.064
H -4.068 2.548 -3.622
H 0.615 -1.664 -2.810
H 1.964 -0.180 0.289
H 1.464 -1.329 -6.350
H 0.924 0.204 -2.219
H 1.320 -3.062 -6.625
H -5.317 0.138 -6.749
H -2.850 -1.897 -4.641
H -4.454 1.600 -7.187
H -2.563 0.648 -6.385
H -3.693 -0.915 1.178
H -1.390 -3.597 -5.473
H -1.837 -0.489 3.085
H 1.664 -2.872 -3.459
H 0.590 -1.187 2.079

Values from the calculation:
Orbital gap (alpha / beta)   6.5 / 7.0 eV
Multiplicity   2
Expectation value of S²   0.82
HOMO energy (alpha / beta)   -11.547 / -11.547 eV
Net charge   +1



# 3
ORCA calculation (wB97M-V/def2-TZVPD) on a molecular structure, C19H28ClO2W in a non-equilibrium geometry.

CARTESIAN COORDINATES (ANGSTROEM)
W 0.713 -1.234 2.198
Cl 2.219 -2.934 1.938
O 0.763 -2.146 -0.651
O -0.477 1.623 -2.087
C -1.022 -2.409 1.627
C -1.356 -0.606 3.048
C 2.898 -0.235 2.626
C -2.314 2.804 -3.239
C 1.313 0.787 3.955
C -0.624 -2.808 2.960
C 2.419 -0.090 3.964
C 2.033 0.527 1.746
C 1.152 -2.936 -2.933
C -0.090 -1.382 -1.536
C -0.813 -1.677 3.827
C 0.595 2.634 -2.087
C -1.467 2.680 -2.002
C 0.184 -1.746 -2.989
C 1.322 -3.237 -1.444
C -2.237 2.701 -0.705
C -1.492 -1.047 1.703
C -0.389 3.810 -1.998
C 1.028 1.149 2.597
H 0.798 -4.171 -1.192
H -1.112 -3.049 0.761
H -0.751 -2.069 -3.463
H -0.467 4.455 -2.879
H 3.836 -0.700 2.346
H -1.725 2.627 -4.141
H 0.580 -0.888 -3.535
H -1.718 0.350 3.424
H 2.895 -0.507 4.846
H 2.169 0.700 0.683
H -1.611 2.333 0.112
H 2.372 -3.326 -1.161
H -2.669 3.840 -3.267
H -3.177 2.138 -3.223
H -0.678 -1.668 4.906
H -2.038 -0.522 0.926
H 2.111 -2.704 -3.411
H 1.247 2.529 -1.199
H 0.847 1.218 4.830
H -2.481 3.751 -0.499
H 0.036 -0.320 -1.310
H -3.168 2.135 -0.758
H -0.375 4.350 -1.049
H 0.320 1.907 2.272
H -0.339 -3.808 3.258
H 1.144 2.601 -3.037
H 0.731 -3.797 -3.460
H -1.134 -1.634 -1.298

Values from the calculation:
Relative energy (zero: lowest compared OMol25 entry of this formula, charge and spin)   22.6 kcal/mol
Orbital gap (alpha / beta)   7.1 / 7.7 eV
Multiplicity   3
Expectation value of S²   2.02
HOMO energy (alpha / beta)   -11.096 / -12.178 eV
Net charge   +1



# 4
ORCA calculation (wB97M-V/def2-TZVPD) on C19H28F2O3 in the gas phase in a non-equilibrium geometry.

CARTESIAN COORDINATES (ANGSTROEM)
F 4.253 1.106 -1.049
F 4.180 -0.327 -3.477
O -2.828 -0.659 4.237
O 0.273 -1.061 -4.310
O 0.263 0.659 0.536
C 2.908 1.318 -0.636
C -0.593 -2.337 0.589
C 2.456 2.874 -0.713
C 1.849 3.392 0.695
C -3.573 -0.192 3.091
C 0.639 -0.122 -0.362
C -2.885 -0.927 0.604
C 3.096 1.931 -3.871
C 2.919 0.352 -3.679
C -2.571 0.030 1.845
C -3.093 -2.043 4.548
C -0.033 -1.959 -1.992
C 1.838 0.363 -1.306
C 0.620 -1.029 -3.121
C 1.698 2.679 -4.177
C -2.187 -2.361 0.681
C -1.700 -2.863 4.640
C 1.803 -0.071 -2.640
C -0.016 -1.529 -0.653
H -2.724 1.105 1.493
H 0.805 3.846 0.567
H 3.404 3.500 -0.876
H 1.746 2.571 1.470
H -4.013 -1.089 0.514
H -0.891 -2.437 3.967
H -1.508 -0.107 2.241
H -2.555 -3.001 -0.200
H -2.473 -2.875 1.662
H 0.821 2.252 -3.602
H -3.584 -2.060 5.587
H -1.937 -3.918 4.265
H -4.465 -0.833 2.806
H 3.711 2.431 -3.062
H -2.489 -0.412 -0.330
H -3.728 -2.590 3.784
H 2.559 -0.031 -4.701
H 3.706 2.046 -4.838
H 2.885 1.078 0.487
H 1.452 2.640 -5.297
H -0.201 -3.411 0.476
H 1.673 3.032 -1.514
H 2.520 4.193 1.168
H -1.291 -2.883 5.697
H 1.845 3.772 -3.910
H -0.475 -2.970 -2.242
H -3.998 0.834 3.379
H -0.107 -1.905 1.531

Values from the calculation:
Relative energy (zero: lowest compared OMol25 entry of this formula, charge and spin)   88.4 kcal/mol
Orbital gap   8.1 eV
HOMO energy   -9.471 eV



Copy entry 1 word for word.
ORCA calculation (wB97M-V/def2-TZVPD) on a molecular structure, C19H28BrNiO2 in a non-equilibrium geometry.

CARTESIAN COORDINATES (ANGSTROEM)
Br 1.267 -2.918 2.085
Ni 0.904 -1.085 3.323
O 0.759 -1.407 -3.247
O -0.990 0.116 -0.153
C -0.967 -1.643 3.612
C 1.593 -2.343 -5.359
C -0.997 -0.497 4.535
C -1.232 1.362 -0.865
C 2.313 0.204 2.999
C 1.484 -2.526 -3.828
C 1.633 1.345 2.420
C 1.997 0.233 4.441
C -1.588 -1.161 2.368
C 0.390 0.135 -0.638
C 0.172 1.311 -1.582
C 0.160 -0.635 -4.344
C -2.086 0.142 2.597
C 0.916 2.001 3.440
C -2.553 0.975 -1.558
C -1.801 0.505 3.939
C 1.128 1.343 4.653
C 0.546 -1.227 -5.706
C -1.280 2.592 0.087
H -0.941 -0.642 -4.185
H 3.112 -0.398 2.566
H 1.040 0.309 0.245
H 1.781 1.728 1.412
H -2.459 -0.003 -2.041
H -2.714 0.755 1.968
H -1.691 -1.690 1.442
H 0.539 0.407 -4.352
H 0.171 0.947 -2.613
H 2.464 -2.573 -3.328
H 2.532 -0.315 5.224
H -2.254 1.385 4.377
H 0.764 1.702 5.627
H 0.907 -3.449 -3.620
H 0.961 -0.447 -6.369
H -1.709 3.464 -0.437
H 0.926 2.102 -1.403
H -3.320 0.854 -0.771
H -0.271 2.892 0.394
H -0.566 -0.479 5.539
H -2.870 1.718 -2.305
H -0.852 -2.670 3.935
H 0.588 -0.811 -1.150
H 1.387 -3.284 -5.879
H -1.840 2.412 1.015
H 0.303 2.903 3.344
H -0.359 -1.622 -6.194
H 2.602 -2.015 -5.661

Values from the calculation:
Relative energy (zero: lowest compared OMol25 entry of this formula, charge and spin)   21.4 kcal/mol
Orbital gap (alpha / beta)   5.8 / 5.8 eV
Multiplicity   3
Expectation value of S²   2.05
HOMO energy (alpha / beta)   -3.315 / -3.302 eV
Net charge   -1